{
  "formula": "C44H52GeN7S5TeTi",
  "method": "ωB97M-V with the def2-TZVPD basis set",
  "species": ["Ti", "N", "C", "S", "N", "N", "C", "C", "C", "C", "C", "C", "N", "H", "H", "H", "H", "H", "H", "H", "C", "C", "S", "C", "C", "S", "C", "C", "S", "H", "H", "H", "H", "H", "H", "H", "H", "H", "H", "H", "H", "C", "C", "C", "C", "C", "C", "Ge", "C", "C", "C", "C", "C", "C", "C", "C", "C", "C", "C", "C", "H", "H", "H", "H", "H", "H", "H", "H", "H", "H", "H", "H", "H", "H", "H", "C", "C", "C", "N", "N", "C", "N", "S", "H", "H", "H", "H", "H", "H", "H", "C", "C", "C", "C", "C", "C", "Te", "C", "C", "C", "H", "H", "H", "H", "H", "H", "H", "H", "H", "H", "H"],
  "positions_angstrom": [[0.326, -0.169, 0.478], [-3.961, -0.231, 2.346], [-2.669, -0.205, 2.020], [-2.295, -0.276, 0.255], [-1.763, -0.088, 2.936], [-0.481, -0.269, 2.428], [0.364, -0.535, 3.337], [1.636, -1.125, 2.904], [2.505, -1.699, 3.797], [3.503, -2.544, 3.312], [3.590, -2.740, 1.954], [2.731, -2.045, 1.114], [1.764, -1.241, 1.571], [-4.670, -0.369, 1.648], [-4.225, -0.207, 3.319], [0.057, -0.505, 4.378], [2.357, -1.543, 4.859], [4.180, -3.046, 3.993], [4.324, -3.406, 1.520], [2.821, -2.140, 0.043], [3.840, 2.089, 3.246], [2.740, 3.076, 2.858], [1.352, 2.483, 1.827], [1.747, 3.208, 0.221], [2.979, 2.622, -0.448], [2.908, 0.821, -0.658], [4.569, 0.312, -0.132], [4.973, 0.335, 1.342], [5.239, 1.949, 2.114], [3.430, 1.093, 3.407], [4.266, 2.415, 4.195], [3.156, 3.941, 2.342], [2.255, 3.443, 3.762], [1.859, 4.286, 0.344], [0.871, 3.037, -0.395], [3.861, 2.829, 0.154], [3.114, 3.077, -1.430], [5.253, 0.919, -0.727], [4.650, -0.708, -0.520], [5.921, -0.198, 1.438], [4.249, -0.187, 1.957], [-0.519, -6.159, 1.469], [-0.255, -6.249, 0.107], [-0.003, -5.102, -0.635], [0.005, -3.837, -0.035], [-0.280, -3.772, 1.333], [-0.541, -4.917, 2.083], [0.295, -2.226, -1.139], [-1.110, -2.475, -2.490], [-0.891, -2.293, -3.857], [-1.906, -2.523, -4.783], [-3.161, -2.941, -4.358], [-3.392, -3.150, -3.003], [-2.373, -2.923, -2.081], [1.977, -2.486, -2.136], [2.769, -3.624, -1.934], [3.956, -3.809, -2.636], [4.379, -2.856, -3.555], [3.610, -1.719, -3.765], [2.426, -1.535, -3.059], [-0.718, -7.055, 2.045], [-0.253, -7.218, -0.379], [0.178, -5.196, -1.702], [-0.321, -2.814, 1.832], [-0.769, -4.840, 3.141], [0.087, -1.994, -4.217], [-1.710, -2.394, -5.841], [-3.946, -3.132, -5.080], [-4.355, -3.515, -2.668], [-2.556, -3.143, -1.033], [2.458, -4.386, -1.227], [4.544, -4.705, -2.475], [5.299, -3.002, -4.107], [3.934, -0.973, -4.481], [1.854, -0.624, -3.224], [1.645, 4.179, -4.211], [1.847, 2.661, -4.211], [0.704, 1.924, -3.580], [0.693, 1.498, -2.368], [-0.484, 0.860, -2.003], [-1.353, 0.846, -2.989], [-2.619, 0.366, -2.910], [-0.767, 1.582, -4.425], [2.512, 4.679, -4.641], [1.503, 4.552, -3.195], [0.771, 4.465, -4.799], [2.743, 2.382, -3.658], [1.980, 2.302, -5.233], [-2.735, -0.481, -2.360], [-3.134, 0.321, -3.775], [-6.648, 4.666, 3.693], [-5.554, 3.992, 2.908], [-4.249, 3.959, 3.379], [-3.222, 3.351, 2.666], [-1.839, 3.355, 3.270], [-3.542, 2.775, 1.423], [-1.988, 2.204, 0.167], [-4.853, 2.776, 0.918], [-5.273, 2.149, -0.394], [-5.835, 3.382, 1.688], [-6.269, 5.093, 4.620], [-7.440, 3.957, 3.941], [-7.103, 5.468, 3.110], [-4.021, 4.413, 4.338], [-1.906, 3.476, 4.351], [-1.229, 4.179, 2.892], [-1.303, 2.434, 3.063], [-4.488, 1.570, -0.876], [-5.590, 2.913, -1.106], [-6.130, 1.491, -0.237], [-6.857, 3.384, 1.320]],
  "lowdin_spin": [0.989, -0.004, -0.003, -0.008, -0.001, -0.005, 0.039, 0.008, 0.006, 0.013, 0.003, 0.016, -0.004, 0.000, 0.000, 0.001, 0.000, 0.001, 0.000, 0.000, 0.000, 0.000, 0.002, 0.002, 0.000, -0.004, 0.000, 0.000, 0.000, 0.000, 0.000, 0.000, 0.000, 0.000, 0.001, 0.000, 0.000, 0.000, 0.000, 0.000, 0.000, 0.000, 0.000, -0.001, -0.002, 0.004, 0.000, -0.032, -0.007, -0.002, 0.000, -0.002, 0.000, -0.002, -0.009, -0.002, 0.000, -0.001, 0.000, -0.002, 0.000, 0.000, 0.000, 0.003, 0.000, 0.000, 0.000, 0.000, 0.000, 0.000, 0.000, 0.000, 0.000, 0.000, 0.000, 0.000, 0.000, 0.000, 0.003, -0.001, 0.000, 0.000, 0.000, 0.000, 0.000, 0.000, 0.000, 0.000, 0.000, 0.000, 0.000, 0.000, 0.000, 0.000, 0.000, 0.000, 0.003, 0.000, 0.000, 0.000, 0.000, 0.000, 0.000, 0.000, 0.000, 0.000, 0.000, 0.000, 0.000, 0.000, 0.000],
  "fmax_ev_per_a": 2.3,
  "total_charge": 2,
  "s_squared": 0.77,
  "spin_multiplicity": 2,
  "mol_weight_da": 1087.36,
  "e_above_lowest_kj_mol": 33.95
}

{
  "formula": "C44H52KN9S4Sb",
  "method": "ωB97M-V with the def2-TZVPD basis set",
  "species": ["K", "N", "C", "C", "N", "C", "C", "N", "C", "C", "N", "H", "H", "H", "H", "H", "H", "N", "C", "C", "C", "C", "C", "C", "N", "C", "C", "C", "S", "C", "N", "H", "H", "H", "H", "H", "H", "H", "S", "C", "C", "C", "C", "C", "C", "S", "H", "H", "H", "H", "C", "C", "C", "C", "Sb", "C", "C", "C", "C", "C", "C", "C", "C", "H", "H", "H", "H", "H", "H", "H", "H", "H", "H", "H", "H", "H", "H", "H", "H", "H", "H", "H", "H", "H", "H", "H", "H", "H", "H", "H", "S", "C", "C", "C", "N", "C", "C", "C", "C", "C", "N", "C", "C", "H", "H", "H", "H", "H", "H", "H", "H"],
  "positions_angstrom": [[-0.375, 1.923, 1.528], [2.175, -1.145, 4.544], [3.168, -1.497, 3.618], [2.712, -1.011, 2.419], [1.529, -0.277, 2.585], [1.234, -0.376, 3.871], [0.125, 0.312, 4.520], [-0.337, 1.519, 4.148], [-1.488, 1.680, 4.881], [-1.723, 0.608, 5.705], [-0.656, -0.286, 5.466], [2.201, -1.360, 5.553], [4.047, -2.105, 3.855], [3.139, -1.030, 1.442], [-2.127, 2.544, 4.747], [-2.467, 0.442, 6.457], [-0.547, -1.222, 5.748], [4.390, 3.180, 0.530], [4.575, 3.881, 1.741], [5.650, 4.186, 2.555], [5.462, 4.748, 3.813], [4.166, 4.826, 4.342], [3.066, 4.527, 3.565], [3.227, 3.981, 2.267], [2.370, 3.311, 1.393], [3.072, 2.850, 0.403], [2.602, 2.052, -0.728], [3.403, 1.753, -1.853], [2.642, 0.540, -2.849], [1.291, 0.590, -1.759], [1.374, 1.374, -0.704], [5.106, 3.111, -0.200], [6.693, 3.956, 2.239], [6.399, 4.993, 4.413], [3.960, 5.261, 5.339], [2.055, 4.715, 3.944], [4.306, 2.218, -2.209], [0.359, 0.161, -2.044], [-2.523, 4.662, 1.587], [-4.149, 4.292, 1.498], [-5.102, 5.351, 1.583], [-6.440, 5.149, 1.374], [-6.946, 3.863, 1.205], [-6.098, 2.757, 1.365], [-4.690, 2.917, 1.589], [-3.805, 1.515, 1.982], [-4.693, 6.329, 1.747], [-7.029, 6.048, 1.276], [-7.981, 3.663, 0.973], [-6.516, 1.745, 1.386], [-0.757, -3.823, -2.912], [-0.099, -5.203, -2.798], [-0.993, -6.398, -3.194], [1.300, -5.222, -3.366], [0.498, -5.583, -0.478], [2.726, -5.266, 0.337], [2.789, -5.817, 1.745], [2.753, -3.739, 0.263], [3.586, -5.997, -0.663], [-1.085, -5.219, 1.332], [-0.636, -5.888, 2.587], [-0.957, -3.704, 1.494], [-2.431, -5.731, 0.860], [-1.042, -3.613, -3.940], [0.003, -3.009, -2.696], [-1.518, -3.581, -2.187], [-0.854, -6.650, -4.276], [-2.054, -6.216, -3.012], [-0.853, -7.375, -2.645], [1.168, -5.050, -4.478], [1.851, -6.193, -3.215], [1.973, -4.468, -2.982], [2.178, -5.148, 2.396], [3.802, -5.846, 2.129], [2.344, -6.819, 1.864], [1.971, -3.266, 0.889], [2.703, -3.236, -0.740], [3.670, -3.251, 0.700], [3.135, -7.044, -0.872], [4.598, -6.204, -0.279], [3.731, -5.349, -1.582], [0.379, -5.669, 2.934], [-0.780, -6.973, 2.493], [-1.259, -5.523, 3.424], [0.008, -3.373, 1.983], [-1.735, -3.298, 2.137], [-1.025, -3.070, 0.589], [-2.457, -6.822, 0.680], [-2.728, -5.175, -0.054], [-3.230, -5.572, 1.689], [-3.310, 3.517, -5.268], [-2.528, 3.234, -3.762], [-3.250, 2.516, -2.806], [-2.658, 2.359, -1.559], [-1.566, 3.042, -1.130], [-0.894, 3.713, -2.046], [-1.319, 3.832, -3.374], [-2.414, 4.767, -6.069], [-1.046, 4.664, -6.456], [-0.492, 5.634, -7.297], [-1.187, 6.662, -7.742], [-2.473, 6.761, -7.399], [-3.131, 5.808, -6.610], [-4.264, 2.092, -3.046], [-3.156, 1.709, -0.882], [-0.029, 4.290, -1.691], [-0.679, 4.451, -4.092], [-0.413, 3.834, -6.151], [0.558, 5.653, -7.615], [-3.080, 7.606, -7.725], [-4.148, 6.008, -6.287]],
  "lowdin_charge": [0.451, 0.087, -0.090, -0.150, 0.107, -0.277, -0.297, 0.042, -0.141, -0.054, 0.101, 0.160, 0.108, 0.081, 0.106, 0.100, 0.127, 0.142, -0.163, -0.066, -0.112, -0.112, -0.012, -0.169, 0.163, -0.300, -0.273, -0.341, 0.992, -0.449, 0.025, 0.155, 0.112, 0.119, 0.109, 0.123, 0.056, 0.071, 0.371, -0.846, -0.198, -0.181, -0.172, -0.194, -0.824, 0.334, 0.059, 0.070, 0.063, 0.063, -0.137, -0.663, -0.142, -0.187, 1.473, -0.687, -0.128, -0.198, -0.167, -0.693, -0.145, -0.168, -0.140, 0.073, 0.082, 0.057, 0.085, 0.067, 0.062, 0.100, 0.082, 0.045, 0.063, 0.076, 0.077, 0.037, 0.078, 0.071, 0.083, 0.070, 0.080, 0.046, 0.082, 0.093, 0.074, 0.074, 0.069, 0.071, 0.074, 0.114, 1.040, -0.555, -0.088, -0.116, 0.045, -0.168, -0.080, -0.542, -0.079, -0.160, 0.038, -0.137, -0.101, 0.125, 0.059, 0.115, 0.104, 0.104, 0.107, 0.104, 0.104],
  "fmax_ev_per_a": 3.7,
  "total_charge": -1,
  "mol_weight_da": 996.09,
  "e_above_lowest_kj_mol": 195.66
}

{
  "formula": "C44H53B3I2N8O4",
  "method": "ωB97M-V with the def2-TZVPD basis set",
  "species": ["C", "C", "O", "N", "C", "C", "C", "C", "B", "O", "B", "O", "B", "C", "I", "C", "C", "I", "O", "H", "H", "H", "H", "H", "H", "H", "H", "H", "H", "H", "H", "H", "H", "H", "H", "H", "H", "N", "C", "C", "C", "C", "C", "H", "H", "H", "H", "H", "N", "C", "C", "C", "C", "C", "H", "H", "H", "H", "H", "N", "C", "C", "C", "C", "C", "H", "H", "H", "H", "H", "N", "C", "C", "C", "C", "C", "H", "H", "H", "H", "H", "N", "C", "C", "C", "C", "C", "H", "H", "H", "H", "H", "N", "C", "C", "C", "C", "C", "H", "H", "H", "H", "H", "N", "C", "C", "C", "C", "C", "H", "H", "H", "H", "H"],
  "positions_angstrom": [[4.785, -0.820, 0.462], [4.846, -0.651, -1.057], [4.693, -1.656, -1.778], [5.087, 0.631, -1.620], [3.894, 1.473, -1.777], [3.721, 2.415, -0.592], [2.575, 3.419, -0.795], [2.096, 3.870, 0.619], [0.889, 2.935, 1.010], [1.020, 1.931, 1.965], [0.469, 0.784, 1.425], [-0.801, 0.839, 0.882], [-1.130, 2.030, 0.299], [-2.521, 2.207, -0.516], [-1.968, 3.443, -2.245], [-3.080, 0.889, -1.045], [-3.517, -0.062, 0.061], [-4.893, 1.357, -2.209], [-0.324, 3.181, 0.375], [4.594, 0.133, 0.933], [3.961, -1.482, 0.693], [5.725, -1.233, 0.798], [5.821, 1.123, -1.132], [3.031, 0.822, -1.874], [3.937, 2.059, -2.690], [4.651, 2.942, -0.392], [3.459, 1.846, 0.295], [2.888, 4.271, -1.385], [1.793, 2.872, -1.316], [2.897, 3.673, 1.322], [1.714, 4.884, 0.658], [1.111, -0.213, 1.408], [-3.242, 2.794, 0.034], [-2.405, 0.457, -1.767], [-3.705, 0.437, 1.002], [-2.693, -0.751, 0.232], [-4.346, -0.672, -0.257], [-7.080, -0.475, 1.454], [-7.024, -1.606, 2.152], [-6.979, -1.657, 3.537], [-6.989, -0.463, 4.237], [-7.045, 0.725, 3.528], [-7.090, 0.663, 2.144], [-7.016, -2.517, 1.562], [-6.937, -2.607, 4.051], [-6.955, -0.458, 5.319], [-7.055, 1.680, 4.037], [-7.137, 1.568, 1.547], [-3.448, 3.616, 2.455], [-2.517, 4.571, 2.467], [-2.509, 5.622, 3.373], [-3.521, 5.695, 4.312], [-4.496, 4.715, 4.314], [-4.410, 3.704, 3.372], [-1.751, 4.475, 1.708], [-1.725, 6.366, 3.339], [-3.548, 6.502, 5.033], [-5.305, 4.731, 5.031], [-5.151, 2.912, 3.342], [1.746, -3.069, 0.250], [0.776, -3.894, 0.645], [0.432, -5.057, -0.025], [1.132, -5.383, -1.178], [2.136, -4.534, -1.608], [2.410, -3.395, -0.864], [0.254, -3.600, 1.551], [-0.360, -5.692, 0.346], [0.898, -6.282, -1.735], [2.705, -4.752, -2.501], [3.206, -2.708, -1.167], [3.971, 6.975, -0.831], [3.728, 8.079, -1.535], [4.710, 8.817, -2.179], [6.022, 8.387, -2.085], [6.297, 7.242, -1.356], [5.240, 6.578, -0.754], [2.688, 8.382, -1.580], [4.451, 9.705, -2.738], [6.818, 8.934, -2.572], [7.307, 6.872, -1.256], [5.409, 5.676, -0.175], [0.071, -7.720, -3.686], [-1.192, -7.727, -4.106], [-1.799, -8.827, -4.696], [-1.052, -9.980, -4.862], [0.265, -9.990, -4.433], [0.774, -8.839, -3.853], [-1.741, -6.804, -3.960], [-2.830, -8.777, -5.016], [-1.489, -10.859, -5.319], [0.884, -10.870, -4.544], [1.799, -8.803, -3.500], [5.953, -0.394, 3.399], [6.046, -1.528, 4.088], [6.082, -1.588, 5.473], [6.021, -0.401, 6.182], [5.926, 0.790, 5.483], [5.894, 0.737, 4.098], [6.093, -2.434, 3.492], [6.156, -2.540, 5.980], [6.047, -0.404, 7.264], [5.876, 1.739, 5.998], [5.815, 1.645, 3.510], [-4.365, -4.122, -3.952], [-5.562, -4.494, -4.400], [-6.611, -3.615, -4.617], [-6.406, -2.273, -4.350], [-5.169, -1.864, -3.882], [-4.187, -2.826, -3.703], [-5.679, -5.555, -4.593], [-7.562, -3.975, -4.985], [-7.200, -1.553, -4.504], [-4.974, -0.818, -3.659], [-3.201, -2.553, -3.340]],
  "lowdin_charge": [0.003, -0.436, 0.030, 0.019, -0.190, -0.197, -0.170, -0.046, -0.573, 0.277, -0.312, 0.277, -0.677, -0.609, 0.873, -0.764, -0.159, 0.847, 0.174, 0.049, 0.064, 0.075, 0.113, 0.127, 0.117, 0.112, 0.095, 0.101, 0.105, 0.103, 0.110, 0.123, 0.048, 0.067, 0.084, 0.079, 0.038, 0.063, -0.153, -0.074, -0.081, -0.086, -0.158, 0.104, 0.100, 0.105, 0.091, 0.105, 0.076, -0.120, -0.057, -0.078, -0.068, -0.138, 0.100, 0.105, 0.107, 0.102, 0.082, 0.049, -0.168, -0.078, -0.079, -0.058, -0.138, 0.097, 0.097, 0.076, 0.105, 0.063, 0.058, -0.152, -0.073, -0.082, -0.073, -0.158, 0.104, 0.101, 0.106, 0.101, 0.098, 0.050, -0.144, -0.072, -0.084, -0.077, -0.155, 0.105, 0.100, 0.104, 0.100, 0.103, 0.055, -0.147, -0.071, -0.082, -0.073, -0.151, 0.106, 0.101, 0.105, 0.101, 0.102, 0.047, -0.168, -0.079, -0.078, -0.106, -0.153, 0.098, 0.098, 0.106, -0.047, 0.103],
  "fmax_ev_per_a": 3.1,
  "total_energy_ev": -84834.510,
  "mol_weight_da": 1044.20
}